(1)
Molecular formula: C17H39F3O2P
Method: DFT, ωB97M-V/def2-TZVPD

ORCA input file:
```
! wB97M-V def2-TZVPD RIJCOSX def2/J DEFGRID3
* xyz -1 1
F 8.65 -1.69 -2.01
C 7.32 -1.55 -1.71
F 7.26 -1.55 -0.37
F 6.74 -2.69 -2.12
C 6.74 -0.31 -2.37
C 5.97 0.65 -1.47
P 4.22 0.15 -0.88
O 3.97 -0.89 -2.28
C 2.60 -0.96 -2.55
C 1.96 -1.20 -1.19
O 2.58 -0.31 -0.32
H 6.09 -0.66 -3.17
H 7.60 0.19 -2.83
H 6.58 0.90 -0.60
H 5.82 1.57 -2.05
H 3.62 1.23 -1.65
H 4.33 1.02 0.27
H 4.75 -0.96 -0.14
H 2.24 -0.01 -2.98
H 2.39 -1.76 -3.27
H 2.16 -2.25 -0.90
H 0.87 -1.06 -1.19
C 0.76 1.04 1.88
C 0.79 -0.29 2.64
C -0.37 -1.21 2.27
C -1.76 -0.63 2.53
C -2.04 -0.22 3.98
C -1.96 -1.38 4.96
H -0.12 1.64 2.14
H 1.65 1.62 2.10
H 0.77 0.85 0.81
H 0.80 -0.11 3.72
H 1.72 -0.80 2.39
H -0.26 -2.17 2.79
H -0.30 -1.44 1.20
H -2.52 -1.36 2.22
H -1.91 0.24 1.88
H -3.03 0.24 4.03
H -1.33 0.56 4.28
H -2.67 -2.17 4.69
H -2.19 -1.06 5.98
H -0.97 -1.83 4.97
C -6.23 2.72 -1.35
C -5.86 1.38 -2.00
C -5.39 0.33 -1.00
C -4.14 0.70 -0.20
C -2.91 1.03 -1.04
C -2.42 -0.13 -1.90
H -5.37 3.17 -0.85
H -6.58 3.43 -2.10
H -7.01 2.58 -0.61
H -5.08 1.55 -2.75
H -6.73 1.00 -2.54
H -5.22 -0.61 -1.53
H -6.21 0.13 -0.29
H -3.89 -0.12 0.47
H -4.37 1.56 0.45
H -2.10 1.34 -0.37
H -3.11 1.90 -1.68
H -2.19 -1.00 -1.27
H -1.52 0.13 -2.44
H -3.17 -0.44 -2.63
*
```

Calculated values
* HOMO energy: -4.3 eV


(2)
Molecular formula: C17H39N2O8
Method: DFT, ωB97M-V/def2-TZVPD

ORCA input file:
```
! wB97M-V def2-TZVPD RIJCOSX def2/J DEFGRID3
* xyz -1 1
N 3.94 -1.91 2.74
C 4.00 -0.60 2.28
O 4.63 0.25 2.88
C 3.29 -0.36 0.98
C 1.78 -0.64 1.10
N 1.24 0.11 2.16
C -0.17 0.15 2.14
C -0.96 -1.14 2.42
O -0.95 -2.06 1.32
H 3.94 -1.94 3.75
H 3.13 -2.40 2.39
H 3.71 -1.02 0.21
H 3.48 0.67 0.69
H 1.69 -1.76 1.18
H 1.32 -0.41 0.10
H -0.52 0.88 2.88
H -0.58 0.50 1.14
H -0.52 -1.64 3.29
H -2.01 -0.90 2.65
H -0.47 -1.62 0.61
C -9.28 -5.23 -0.63
O -7.96 -4.75 -0.56
C -7.89 -3.34 -0.64
C -6.55 -2.83 -0.14
O -6.43 -2.83 1.27
C -6.02 -4.05 1.87
C -4.54 -4.30 1.78
O -4.18 -4.76 0.49
C -2.78 -4.66 0.27
H -9.76 -4.96 -1.58
H -9.24 -6.31 -0.54
H -9.89 -4.83 0.19
H -8.69 -2.89 -0.03
H -8.03 -3.01 -1.68
H -6.48 -1.78 -0.44
H -5.74 -3.38 -0.61
H -6.57 -4.90 1.45
H -6.28 -3.94 2.92
H -4.27 -5.06 2.54
H -3.99 -3.38 2.02
H -2.43 -3.63 0.40
H -2.60 -4.99 -0.75
H -2.23 -5.30 0.96
C 4.45 3.52 1.18
O 4.50 4.37 0.04
C 5.65 5.17 0.02
C 5.89 5.73 -1.37
O 6.42 4.78 -2.28
C 5.49 3.89 -2.87
C 4.80 4.45 -4.09
O 3.80 5.38 -3.73
C 3.38 6.17 -4.81
H 4.41 4.11 2.10
H 3.54 2.92 1.11
H 5.31 2.86 1.21
H 6.53 4.59 0.32
H 5.54 6.02 0.72
H 6.64 6.51 -1.29
H 4.96 6.17 -1.76
H 4.75 3.55 -2.14
H 6.08 3.03 -3.20
H 4.36 3.62 -4.66
H 5.55 4.94 -4.73
H 4.21 6.75 -5.23
H 2.62 6.85 -4.43
H 2.94 5.56 -5.61
*
```

Calculated values
* HOMO energy: -2.4 eV


(3)
Molecular formula: C17H39N5O9S
Method: DFT, ωB97M-V/def2-TZVPD

ORCA input file:
```
! wB97M-V def2-TZVPD RIJCOSX def2/J DEFGRID3
* xyz 0 1
O -4.73 -0.95 5.21
S -5.93 -0.80 4.47
O -7.18 -1.22 5.03
O -6.05 0.74 3.91
C -5.27 0.88 2.72
C -4.84 -0.56 2.30
O -5.77 -1.40 2.96
H -5.86 1.39 1.96
H -4.38 1.45 3.00
H -3.85 -0.71 2.74
H -4.95 -0.69 1.23
C 4.00 1.31 -1.52
N 5.44 1.36 -1.45
C 6.13 2.16 -0.60
C 7.64 2.03 -0.65
O 5.60 2.98 0.12
H 3.57 2.30 -1.65
H 3.48 0.71 -0.77
H 3.76 0.64 -2.36
H 5.98 0.70 -1.97
H 8.08 1.32 0.04
H 8.06 3.01 -0.46
H 8.00 1.75 -1.65
C 3.62 -2.64 -0.57
N 3.03 -2.86 -1.90
C 2.09 -2.10 -2.50
C 1.88 -2.29 -3.97
O 1.57 -1.19 -1.85
H 4.33 -1.83 -0.67
H 4.09 -3.58 -0.31
H 2.82 -2.34 0.11
H 3.19 -3.75 -2.34
H 2.76 -2.80 -4.38
H 1.99 -1.36 -4.54
H 0.93 -2.75 -4.24
C -3.84 -0.39 -6.14
N -3.38 -0.72 -4.78
C -2.40 -1.64 -4.64
C -1.98 -1.99 -3.21
O -1.91 -2.21 -5.60
H -3.05 0.15 -6.66
H -4.69 0.29 -6.06
H -4.16 -1.31 -6.61
H -3.99 -0.44 -4.03
H -2.56 -2.82 -2.81
H -2.17 -1.14 -2.54
H -0.94 -2.25 -3.05
C -1.49 -0.76 0.65
N -0.63 0.27 0.08
C -0.35 1.43 0.66
C 0.79 2.23 0.08
O -0.91 1.84 1.69
H -1.61 -1.68 0.09
H -2.48 -0.30 0.50
H -1.46 -0.89 1.73
H -0.04 0.00 -0.69
H 0.76 3.27 0.38
H 0.65 2.26 -1.01
H 1.78 1.84 0.26
C 0.83 2.85 4.82
N 0.11 1.71 4.37
C -0.52 0.83 5.19
C -1.43 -0.16 4.48
O -0.39 0.78 6.40
H 1.72 2.63 5.42
H 0.23 3.63 5.31
H 1.28 3.41 3.99
H -0.11 1.66 3.38
H -2.27 -0.40 5.13
H -0.90 -1.10 4.30
H -1.75 0.24 3.52
*
```

Calculated values
* ΔE to the lowest compared entry with this formula, charge and spin: 0.961 eV
* HOMO energy: -8.9 eV
* structure (SMILES): O=S1(=O)OCCO1.CNC(C)=O.CNC(C)=O.CNC(C)=O.CNC(C)=O.CNC(C)=O


(4)
Molecular formula: C17H40AsCrN5OSSi2
Method: DFT, ωB97M-V/def2-TZVPD

ORCA input file:
```
! wB97M-V def2-TZVPD RIJCOSX def2/J DEFGRID3
* xyz 3 2
Cr -0.21 -0.22 -0.24
N -1.56 -0.91 1.31
C -2.39 -2.06 0.83
C -1.75 -2.67 -0.40
N -1.41 -1.61 -1.38
C -0.54 -2.13 -2.47
C 0.11 -0.96 -3.19
N 0.77 -0.07 -2.19
C -2.66 -1.04 -1.96
C -3.04 0.27 -1.29
N -1.78 1.02 -1.07
H -2.18 -0.17 1.66
H -1.04 -1.20 2.13
H -2.49 -2.82 1.60
H -3.40 -1.72 0.61
H -0.83 -3.18 -0.12
H -2.42 -3.41 -0.84
H 0.23 -2.75 -2.02
H -1.10 -2.74 -3.17
H 0.82 -1.33 -3.93
H -0.64 -0.37 -3.73
H 1.74 -0.34 -2.10
H 0.82 0.88 -2.57
H -2.51 -0.87 -3.03
H -3.48 -1.76 -1.88
H -3.73 0.83 -1.93
H -3.53 0.12 -0.34
H -1.49 1.46 -1.94
H -1.97 1.80 -0.44
O 1.17 -0.41 1.51
N 2.04 0.57 1.89
C 2.96 0.29 2.85
C 3.76 1.29 3.32
C 3.60 2.59 2.81
C 2.65 2.84 1.85
C 1.85 1.80 1.36
S 0.66 1.99 0.15
H 2.98 -0.73 3.20
H 4.50 1.08 4.08
H 4.21 3.40 3.19
H 2.49 3.83 1.45
C 5.38 -1.66 0.94
Si 4.09 -1.49 -0.40
C 4.09 -2.90 -1.65
C 4.08 0.25 -1.14
As 1.72 -1.87 0.37
Si 1.58 -3.86 1.89
C 0.30 -3.38 3.18
C 3.28 -4.16 2.61
C 1.09 -5.13 0.59
H 6.36 -1.58 0.44
H 5.36 -2.62 1.45
H 5.34 -0.86 1.68
H 4.97 -2.83 -2.29
H 3.21 -2.89 -2.29
H 4.14 -3.86 -1.14
H 5.00 0.76 -0.83
H 3.24 0.87 -0.84
H 4.10 0.21 -2.23
H 0.43 -2.35 3.52
H 0.42 -4.01 4.06
H -0.73 -3.52 2.84
H 3.67 -3.29 3.16
H 3.99 -4.45 1.84
H 3.22 -4.99 3.33
H 0.02 -5.32 0.56
H 1.57 -6.09 0.78
H 1.41 -4.81 -0.40
*
```

Calculated values
* ΔE to the lowest compared entry with this formula, charge and spin: 0.771 eV
* ⟨S²⟩: 0.7711
* HOMO energy (alpha / beta): -17.3 / -17.5 eV


Q: What is the formula in the third record?
A: C17H39N5O9S